Version A
The following is a DFT calculation (ωB97M-V/def2-TZVPD) of an isolated molecule of C6H8N2.

Structure (XYZ):
```
16
C6H8N2 | the OMol25 dataset | ωB97M-V/def2-TZVPD
C -1.42 0.27 -0.43
C -0.48 -0.32 -1.46
C -0.49 0.40 0.82
C 0.74 -1.44 1.59
N -0.35 -0.83 1.46
N -0.29 1.47 1.49
C 0.87 0.31 -1.08
C 1.99 0.75 -1.10
H -0.88 2.25 1.22
H -1.73 1.27 -0.72
H -2.27 -0.37 -0.22
H -0.74 -0.07 -2.49
H -0.37 -1.40 -1.30
H 1.70 -1.06 1.23
H 0.73 -2.40 2.09
H 2.96 1.16 -1.11
```

Values from the calculation:
HOMO-LUMO gap = 0.3761 Ha
LUMO level = 0.81 eV

***

Version B
The following is a DFT calculation (ωB97M-V/def2-TZVPD) of an isolated molecule of C6H8N2.

Structure (XYZ):
```
16
C6H8N2 | the OMol25 dataset | ωB97M-V/def2-TZVPD
C -1.70 0.70 -1.76
C -0.67 0.08 -1.09
C -0.25 -1.35 -1.23
C 1.41 -0.28 1.56
C 0.01 0.49 1.54
C 0.20 0.62 0.03
H -1.90 1.80 -1.57
H -2.10 0.21 -2.65
H -0.69 -2.10 -1.92
H 1.57 -1.22 2.05
H 2.26 0.35 1.83
H -0.12 1.40 2.04
H -0.80 -0.22 1.83
H 0.72 1.57 -0.34
N 0.73 -1.59 -0.39
N 1.32 -0.46 0.08
```

Values from the calculation:
HOMO-LUMO gap = 0.3270 Ha
LUMO level = 0.85 eV

***

The structure with the greatest stability is version B.

***

Version A
The following is a DFT calculation (ωB97M-V/def2-TZVPD) of an isolated molecule of C8H12N2OS.

Structure (XYZ):
```
24
C8H12N2OS | the OMol25 dataset | ωB97M-V/def2-TZVPD
O 1.83 1.42 -2.01
N 1.00 -0.61 -2.03
S 0.74 2.10 2.26
C 0.97 0.66 -1.61
C 0.35 -1.54 -1.33
N -0.56 -1.08 -0.35
C 0.27 -2.96 -1.80
C -0.91 1.40 2.32
C 1.30 1.76 0.55
C -0.87 0.16 1.54
C 0.24 1.21 -0.41
C -0.77 0.24 0.05
H -1.39 -1.65 -0.29
H 0.05 -3.08 -2.85
H -0.51 -3.54 -1.15
H 1.23 -3.47 -1.66
H -1.76 1.99 1.92
H -1.19 1.23 3.40
H 2.27 1.21 0.70
H 1.59 2.77 0.12
H -1.74 -0.40 1.84
H -0.06 -0.48 1.96
H -0.38 2.10 -0.74
H -1.70 0.57 -0.43
```

Values from the calculation:
HOMO-LUMO gap = 0.3217 Ha
LUMO level = 0.33 eV

***

Version B
The following is a DFT calculation (ωB97M-V/def2-TZVPD) of an isolated molecule of C8H12N2OS.

Structure (XYZ):
```
24
C8H12N2OS | the OMol25 dataset | ωB97M-V/def2-TZVPD
C -3.11 -0.08 0.19
C -1.83 -0.84 -0.18
C -0.93 -1.01 1.03
C 0.33 1.58 -0.56
C 1.52 0.72 -0.33
C 2.44 0.98 0.63
C 3.54 0.05 0.61
C 3.42 -0.87 -0.37
H -3.77 0.00 -0.67
H -2.86 0.90 0.55
H -3.67 -0.63 0.98
H -2.12 -1.83 -0.57
H -0.62 -0.06 1.43
H -1.48 -1.57 1.82
H -0.01 -1.56 0.80
H -0.54 -0.79 -1.83
H -1.48 1.81 -1.44
H 2.35 1.80 1.33
H 4.37 0.09 1.30
H 4.09 -1.69 -0.62
N -1.23 -0.21 -1.38
N -0.77 1.09 -1.22
O 0.37 2.76 -0.20
S 1.98 -0.65 -1.28
```

Values from the calculation:
HOMO-LUMO gap = 0.3552 Ha
LUMO level = 0.49 eV

***

The structure with the greatest stability is version B.

***

Version A
The following is a DFT calculation (ωB97M-V/def2-TZVPD) of a cluster of 2 separate species, C2H7N5O in total.

Structure (XYZ):
```
15
C2H7N5O | the OMol25 dataset | ωB97M-V/def2-TZVPD
N 0.67 -0.11 1.12
C -0.29 0.48 0.40
N -0.71 1.39 -1.64
N -1.28 1.24 0.98
C 1.30 -2.04 -0.90
O 0.12 -0.57 2.35
N -0.18 0.35 -0.92
N 1.73 -0.90 -0.62
H 0.91 -0.63 2.91
H -0.59 1.23 -2.63
H -0.41 2.33 -1.37
H -2.15 1.27 0.46
H -1.39 1.08 1.97
H 0.27 -2.37 -0.77
H 2.01 -2.76 -1.34
```

Values from the calculation:
HOMO-LUMO gap (alpha / beta) = 0.3186 / 0.2727 Ha
LUMO level (alpha / beta) = 0.56 / -0.34 eV

***

Version B
The following is a DFT calculation (ωB97M-V/def2-TZVPD) of a structure of composition C2H7N5O.

Structure (XYZ):
```
15
C2H7N5O | the OMol25 dataset | ωB97M-V/def2-TZVPD
C 0.25 -1.74 0.58
C -0.85 0.94 -0.90
H 1.56 0.20 1.60
H 2.55 -1.12 2.40
H 0.16 -2.13 -0.74
H -1.73 -0.79 0.62
H -0.08 2.87 -0.75
H -0.57 2.47 -2.28
H -1.54 -0.11 -2.56
N 1.56 -0.90 2.15
N 1.38 -1.77 1.06
N -0.66 -0.73 1.04
N -0.73 2.25 -1.21
N -1.09 -0.13 -1.57
O -0.20 0.70 0.56
```

Values from the calculation:
HOMO-LUMO gap = 0.3322 Ha
LUMO level = 0.25 eV

***

Version C
The following is a DFT calculation (ωB97M-V/def2-TZVPD) of a structure of composition C2H7N5O.

Structure (XYZ):
```
15
C2H7N5O | the OMol25 dataset | ωB97M-V/def2-TZVPD
C 0.95 -0.57 -0.18
C -1.92 0.38 0.16
H 2.44 -0.56 0.91
H 1.62 -2.11 1.42
H 0.14 1.46 -0.20
H 2.59 0.88 -0.71
H -1.90 -1.12 -1.39
H -1.17 1.22 0.84
H -3.55 0.98 1.20
N 2.03 -1.31 0.48
N 1.02 0.92 0.03
N -0.15 -1.18 -0.27
N -1.29 -0.41 -0.78
N -3.35 0.30 0.40
O 2.23 1.51 -0.12
```

Values from the calculation:
HOMO-LUMO gap = 0.3244 Ha
LUMO level = -0.05 eV

***

The structure with the greatest stability is version A.

***

Version A
The following is a DFT calculation (ωB97M-V/def2-TZVPD) of a structure of composition C3H4O2.

Structure (XYZ):
```
9
C3H4O2 | the OMol25 dataset | ωB97M-V/def2-TZVPD
C -1.35 -0.04 -0.62
C -0.47 -0.02 0.40
C 1.47 -0.02 0.31
O -1.40 -1.09 0.32
O -1.41 1.03 0.38
H -1.79 0.00 -1.63
H 1.83 0.19 1.26
H 1.64 0.90 -0.17
H 1.50 -0.95 -0.24
```

Values from the calculation:
HOMO-LUMO gap = 0.3674 Ha
LUMO level = 0.75 eV

***

Version B
The following is a DFT calculation (ωB97M-V/def2-TZVPD) of a structure of composition C3H4O2.

Structure (XYZ):
```
9
C3H4O2 | the OMol25 dataset | ωB97M-V/def2-TZVPD
O 1.17 0.62 -0.90
C 0.91 -0.16 0.11
C -0.21 0.35 0.85
C -0.91 -0.23 -0.37
O -1.35 -0.44 0.99
H 1.44 -1.10 0.28
H -0.33 1.43 0.98
H -0.09 0.73 -1.13
H -0.63 -1.20 -0.81
```

Values from the calculation:
HOMO-LUMO gap = 0.3736 Ha
LUMO level = 0.65 eV

***

The structure with the greatest stability is version A.

***

Version A
The following is a DFT calculation (ωB97M-V/def2-TZVPD) of an isolated molecule of C3H4O2.

Structure (XYZ):
```
9
C3H4O2 | the OMol25 dataset | ωB97M-V/def2-TZVPD
O -1.07 -1.53 -0.62
C -0.46 -0.61 -0.19
C -0.78 0.81 -0.02
O 0.89 0.93 -0.08
C 1.01 -0.43 0.14
H -1.03 1.25 0.92
H -1.51 1.21 -0.73
H 1.63 -0.96 -0.58
H 1.32 -0.68 1.16
```

Values from the calculation:
HOMO-LUMO gap = 0.3966 Ha
LUMO level = 0.57 eV

***

Version B
The following is a DFT calculation (ωB97M-V/def2-TZVPD) of an isolated molecule of C3H4O2.

Structure (XYZ):
```
9
C3H4O2 | the OMol25 dataset | ωB97M-V/def2-TZVPD
C 1.40 -0.55 -0.09
C -1.52 -0.04 0.61
C -0.62 0.67 -0.26
O 0.84 0.60 -0.24
O -1.19 -0.53 -0.64
H 2.44 -0.54 -0.17
H 0.60 -1.27 0.39
H -2.58 0.46 0.73
H -0.75 1.60 -0.82
```

Values from the calculation:
HOMO-LUMO gap (alpha / beta) = 0.3869 / 0.2183 Ha
LUMO level (alpha / beta) = 1.00 / -0.98 eV

***

The structure with the greatest stability is version A.

***

Version A
The following is a DFT calculation (ωB97M-V/def2-TZVPD) of the ion C10H14N3O with charge +1.

Structure (XYZ):
```
28
C10H14N3O | the OMol25 dataset | ωB97M-V/def2-TZVPD
C -2.26 2.56 -1.81
C 1.06 1.09 0.91
C -0.19 1.41 0.43
C 1.44 2.18 1.73
C 0.54 -2.16 -0.33
C 0.31 -3.00 -1.52
C -0.74 -1.48 0.24
C -1.14 0.84 -0.53
C 2.70 2.19 2.52
C -2.15 -0.95 -1.59
N 0.48 3.07 1.84
N -1.91 1.64 -1.17
N -1.42 -0.55 -0.60
O -0.50 2.55 1.04
H -3.07 3.26 -1.96
H 1.68 0.32 0.49
H 0.90 -2.71 0.51
H 1.24 -1.41 -0.63
H -0.38 -3.92 -1.12
H -0.12 -2.46 -2.30
H -1.38 -2.34 0.46
H -0.60 -1.07 1.22
H 2.87 2.95 3.21
H 2.84 1.09 2.91
H 3.57 2.47 1.81
H -2.44 -0.27 -2.41
H 1.31 -3.41 -1.86
H -2.64 -1.88 -1.50
```

Values from the calculation:
total charge = +1
HOMO-LUMO gap (alpha / beta) = 0.2561 / 0.2559 Ha
LUMO level (alpha / beta) = -4.99 / -4.99 eV

***

Version B
The following is a DFT calculation (ωB97M-V/def2-TZVPD) of the ion C10H14N3O with charge +1.

Structure (XYZ):
```
28
C10H14N3O | the OMol25 dataset | ωB97M-V/def2-TZVPD
N 0.00 -2.79 -3.56
C -0.61 -2.25 -2.52
N -1.69 -2.92 -1.88
C -1.63 -2.24 -0.55
C -1.31 -0.77 -0.91
C -0.72 -0.11 0.31
O -0.46 1.25 0.06
C 0.39 1.79 1.04
C 1.75 1.82 0.77
C 2.63 2.33 1.73
C 2.11 2.77 2.94
C 0.74 2.75 3.18
C -0.14 2.25 2.23
N -0.29 -1.10 -1.94
H 1.00 -2.82 -3.67
H -0.57 -3.29 -4.22
H -2.51 -2.49 -2.33
H -2.44 -2.40 0.13
H -0.69 -2.58 -0.10
H -2.14 -0.25 -1.38
H 0.21 -0.62 0.57
H -1.42 -0.23 1.15
H 2.12 1.46 -0.18
H 3.68 2.33 1.51
H 2.79 3.15 3.69
H 0.35 3.12 4.12
H -1.20 2.22 2.41
H 0.03 -0.37 -2.58
```

Values from the calculation:
total charge = +1
HOMO-LUMO gap = 0.2886 Ha
LUMO level = -3.94 eV

***

The structure with the greatest stability is version B.